A 8-piece molecular cluster, C47H53ClN7O5 overall in a non-equilibrium geometry. Source: OMol25; level of theory: wB97M-V/def2-TZVPD.

The geometry in XYZ format:
```
113
Properties=species:S:1:pos:R:3:forces:R:3
C -0.0114 5.4915 0.1196 -0.2291 0.1807 0.7552
C 0.4190 5.1205 -1.4205 0.8183 -0.0943 0.6254
C -0.0744 3.6056 -1.9054 -0.5385 1.6202 -1.0999
C -1.7321 3.6518 -2.1237 0.5777 0.7715 0.6807
C -2.4833 3.3110 -0.7018 0.5190 -0.3600 -0.3301
C -3.9393 2.5462 -0.8704 0.4537 -0.8860 0.1846
O -3.8400 1.5337 0.2336 -1.0910 4.0241 3.8344
C -4.1187 2.4132 1.4178 0.8813 -0.5798 4.5006
O -3.7557 2.2266 2.6994 -2.4006 1.1292 -8.8246
O -4.8913 3.6365 1.0188 1.5773 -3.4123 -0.5232
C -5.3070 3.2797 -0.3457 -0.4196 -2.3481 -1.7436
C -6.4321 2.0603 -0.2128 -4.8855 -5.8368 -0.5767
O -7.3186 2.0022 0.8089 5.0219 1.5066 -4.5345
O -6.5364 0.9954 -1.2639 1.5540 6.0878 4.7381
C -6.0950 4.3592 -1.2903 -1.1025 1.2094 1.5668
Cl -6.0883 3.8122 -3.0999 0.2731 0.6625 1.9374
C -5.6590 5.9245 -1.0832 0.5613 0.2972 0.2580
C -4.3979 6.4305 -1.9960 0.4102 1.0670 0.4085
H 0.7780 6.2191 0.6302 -1.5721 -1.5481 -1.1901
H -1.0578 6.0561 0.2013 2.1846 -1.3028 -0.3380
H -0.0914 4.5257 0.8137 0.2369 2.0351 -1.5958
H 1.6092 5.1894 -1.4673 -2.6899 -0.3556 0.0826
H 0.0121 5.9685 -2.1244 0.6267 -1.8234 1.1519
H 0.2635 2.7743 -1.1520 -0.6408 1.6156 -1.5131
H 0.4112 3.4636 -2.9863 -0.8969 0.0000 2.4164
H -2.0735 2.9336 -3.0133 0.6421 1.5702 2.0890
H -1.9586 4.7963 -2.3770 0.3265 -2.6319 0.1478
H -1.7736 2.5329 -0.1392 -1.7256 1.5368 -1.2390
H -2.5344 4.2473 0.0359 -0.1005 -1.9489 -1.8740
H -4.0423 1.8445 -1.8160 -0.0448 1.9502 1.8374
H -7.2457 4.2950 -0.9765 2.6940 -0.0626 -0.7104
H -5.3355 6.0503 0.0550 -0.9003 -0.4387 -2.3656
H -6.5642 6.6785 -1.2737 1.8363 -2.0132 0.3762
H -4.7669 7.4085 -2.5722 1.0281 -2.3213 0.9362
H -3.9435 5.6296 -2.7172 -1.2505 1.5547 1.2712
H -3.4970 6.7911 -1.3020 -1.9544 -0.8118 -1.4039
N 0.8586 6.1453 -5.7427 -0.1146 -0.7676 -0.6663
C 1.6791 5.8766 -6.7819 -0.5368 0.2311 0.7459
C 1.4817 4.8306 -7.6691 -0.1989 -0.1227 0.0678
C 0.3781 4.0058 -7.4791 -0.0337 -0.0001 0.0325
C -0.4842 4.2559 -6.4166 0.1929 -0.0695 -0.2536
C -0.2053 5.3283 -5.5847 0.6528 0.6552 0.0616
H 2.5278 6.5464 -6.8862 -0.0380 -0.0550 -0.0313
H 2.1719 4.6630 -8.4882 -0.0424 0.0270 0.0763
H 0.1913 3.1750 -8.1533 0.0181 0.0897 0.0799
H -1.3527 3.6312 -6.2410 0.0721 0.0785 0.0214
H -0.8505 5.5668 -4.7437 0.0263 -0.0815 -0.0553
N -0.3985 0.2456 2.4852 -0.0206 -0.7554 0.6804
C 0.3493 -0.8793 2.5130 -0.4748 0.7521 -0.0887
C 0.1963 -1.8832 3.4558 -0.2162 -0.1036 0.2745
C -0.7799 -1.7246 4.4336 -0.1149 0.1530 -0.0065
C -1.5647 -0.5760 4.4326 0.2458 -0.3848 0.0347
C -1.3395 0.3707 3.4462 0.5107 0.3676 -0.6513
H 1.0997 -0.9551 1.7314 -0.0010 -0.0813 0.0759
H 0.8235 -2.7671 3.4286 -0.0883 0.1928 -0.0825
H -0.9283 -2.4897 5.1902 0.0134 0.0347 -0.0700
H -2.3335 -0.4223 5.1813 0.0379 0.0390 -0.1067
H -1.9284 1.2824 3.4007 0.0240 -0.2198 0.0024
N 2.9562 -3.1956 2.7559 1.2286 -0.4642 0.0476
C 3.6611 -2.9971 3.8913 -0.6028 -0.0760 -0.7162
C 4.9724 -3.4093 4.0662 0.1037 -0.1438 -0.2212
C 5.6006 -4.0692 3.0154 -0.0233 -0.0035 -0.0028
C 4.9002 -4.2902 1.8340 0.1530 0.0391 0.2321
C 3.5932 -3.8374 1.7525 -0.5409 0.4522 0.5569
H 3.1263 -2.4808 4.6832 0.0319 -0.0132 -0.0314
H 5.4911 -3.2207 4.9993 -0.0735 -0.0079 -0.0729
H 6.6275 -4.4083 3.1159 -0.1023 0.0385 -0.0146
H 5.3613 -4.8020 0.9968 -0.0743 0.0474 0.0599
H 3.0059 -3.9826 0.8501 0.0774 -0.0191 0.0325
N -0.4820 -6.6524 2.1049 -0.9578 0.5873 0.1675
C -1.4981 -7.2589 2.7567 0.6267 0.3046 -0.4457
C -2.6652 -6.6143 3.1344 0.0532 0.2248 -0.0841
C -2.7993 -5.2639 2.8298 -0.0123 0.0197 -0.0038
C -1.7691 -4.6110 2.1608 -0.2084 -0.0891 0.0921
C -0.6417 -5.3415 1.8212 0.1892 -0.8258 0.1947
H -1.3446 -8.3118 2.9746 -0.0326 0.0385 0.0237
H -3.4502 -7.1520 3.6539 0.0870 0.0270 -0.0486
H -3.6992 -4.7246 3.1110 0.1147 -0.0387 -0.0485
H -1.8427 -3.5590 1.9094 0.0370 -0.0796 0.0338
H 0.1880 -4.8778 1.2951 -0.0796 0.0591 0.0737
N 3.8772 4.8926 -0.9814 1.1693 0.3772 0.1194
C 4.6118 4.6863 0.1335 -0.6292 0.0642 -0.7038
C 5.9055 5.1535 0.3014 0.1055 0.1478 -0.2367
C 6.4853 5.8735 -0.7378 -0.0104 0.0015 -0.0112
C 5.7547 6.1008 -1.8995 0.1494 -0.0645 0.2682
C 4.4662 5.5965 -1.9725 -0.5267 -0.4989 0.5927
H 4.1168 4.1164 0.9145 0.0475 0.0456 -0.0368
H 6.4480 4.9603 1.2199 -0.0694 0.0035 -0.0729
H 7.4980 6.2546 -0.6432 -0.1079 -0.0390 -0.0087
H 6.1782 6.6578 -2.7276 -0.0626 -0.0496 0.0614
H 3.8542 5.7505 -2.8569 0.0380 0.0115 0.0396
N 1.9450 -9.1888 4.4240 0.9509 0.4504 0.0166
C 3.1266 -9.5973 4.9361 -0.8336 0.2067 -0.3287
C 4.2996 -8.8649 4.8470 -0.0465 0.1778 -0.1105
C 4.2622 -7.6399 4.1894 -0.0541 0.0454 -0.0428
C 3.0605 -7.1929 3.6498 0.3436 -0.1108 0.1544
C 1.9394 -7.9946 3.7930 -0.3455 -0.8088 0.4136
H 3.1052 -10.5610 5.4367 0.0493 0.0557 -0.0132
H 5.2200 -9.2408 5.2792 -0.0815 0.0071 -0.0267
H 5.1618 -7.0382 4.0984 -0.0912 -0.0397 0.0028
H 2.9983 -6.2430 3.1310 -0.0355 -0.0683 0.0399
H 0.9773 -7.6879 3.3923 0.3404 0.0177 -0.0018
N 0.5480 -5.9154 -2.7100 -0.8699 0.4197 -0.1093
C -0.2542 -5.7933 -1.6297 0.6374 -0.1330 -0.6526
C -1.5207 -5.2325 -1.6698 -0.0770 0.0814 -0.2629
C -1.9946 -4.7638 -2.8905 -0.0451 0.0067 -0.0047
C -1.1911 -4.8738 -4.0207 -0.1093 -0.0171 0.2421
C 0.0599 -5.4530 -3.8815 0.3929 -0.3360 0.7552
H 0.1617 -6.1706 -0.7000 -0.0880 -0.0152 -0.0611
H -2.1227 -5.1625 -0.7709 0.0730 -0.0064 -0.0623
H -2.9820 -4.3168 -2.9608 0.1219 -0.0354 0.0219
H -1.5312 -4.5177 -4.9865 0.0443 -0.0294 0.0831
H 0.7229 -5.5648 -4.7349 -0.0688 0.0320 0.0346
```
Forces are in eV/Å.

## Properties
* maximum force: 9.21 eV Å⁻¹
* electronic energy: -82781.691 eV
* gap between HOMO and LUMO: 6.319 eV
* E_LUMO: 1.9 eV
* net charge: -1